No. 1
The following is a DFT calculation (ωB97M-V with the def2-TZVPD basis set) of C24H49FN6O3PSi as an isolated structure at a distorted geometry.

Geometry as ORCA input:
```
! RIJCOSX wB97M-V def2-TZVPD def2/J DEFGRID3
* xyz 1 1
C 1.75 2.11 -0.35
Si 1.12 0.45 0.39
C -0.82 0.69 0.60
C 1.31 -0.89 -0.97
N 1.92 0.00 1.99
C 1.70 1.16 2.89
C 2.96 2.03 3.42
C 3.80 2.87 2.24
F 4.72 3.78 3.01
C 1.03 -1.14 2.51
C 1.67 -1.96 3.77
O 2.12 -1.46 4.92
O 1.81 -3.45 3.59
P 3.56 -0.55 1.65
N 4.59 -0.75 3.09
O 3.40 -2.22 1.06
H 1.43 3.02 0.32
H 2.91 2.03 -0.55
H 1.19 2.26 -1.38
H -1.26 -0.32 1.08
H -1.32 0.77 -0.46
H -1.07 1.60 1.29
H 2.46 -1.08 -1.23
H 0.67 -0.62 -1.92
H 0.92 -1.94 -0.58
H 1.11 0.77 3.85
H 0.94 1.92 2.37
H 2.49 2.91 4.09
H 3.69 1.47 4.17
H 4.51 2.18 1.61
H 3.11 3.57 1.60
H 0.87 -1.87 1.60
H -0.04 -0.78 2.84
H 1.66 -3.65 2.60
H 5.27 -1.52 2.85
H 5.18 0.13 3.17
H 4.32 -2.62 1.16
C -5.05 0.96 -2.30
C -5.15 2.45 -2.61
C -4.09 2.93 -3.61
C -2.73 2.82 -3.07
N -1.65 2.73 -2.64
H -4.10 0.72 -1.81
H -5.86 0.67 -1.62
H -5.14 0.36 -3.21
H -5.08 3.02 -1.68
H -6.14 2.65 -3.04
H -4.29 3.97 -3.86
H -4.17 2.36 -4.54
C 3.51 -8.22 1.89
C 2.23 -7.41 1.74
C 2.13 -6.69 0.40
C 3.16 -5.66 0.24
N 3.99 -4.85 0.12
H 4.40 -7.58 1.87
H 3.51 -8.75 2.85
H 3.61 -8.96 1.09
H 2.16 -6.70 2.56
H 1.37 -8.10 1.83
H 1.15 -6.22 0.32
H 2.20 -7.41 -0.42
C -3.49 -1.28 -6.57
C -4.65 -2.22 -6.84
C -5.96 -1.50 -7.15
C -6.46 -0.73 -6.01
N -6.85 -0.11 -5.11
H -3.68 -0.66 -5.68
H -2.58 -1.85 -6.39
H -3.32 -0.61 -7.42
H -4.79 -2.89 -5.98
H -4.39 -2.86 -7.70
H -6.72 -2.24 -7.44
H -5.83 -0.84 -8.02
C 0.90 5.37 4.32
C 0.67 6.48 3.29
C -0.56 6.24 2.41
C -0.42 5.05 1.56
N -0.31 4.11 0.89
H 1.09 4.41 3.83
H 1.76 5.61 4.94
H 0.02 5.26 4.97
H 1.57 6.58 2.67
H 0.55 7.43 3.82
H -0.71 7.12 1.77
H -1.45 6.15 3.04
*
```

* max |F|: 9.08 eV/A
* gap between HOMO and LUMO: 9.378 eV
* HOMO energy: -12.10 eV
* DFT total energy: -2228.471068 Eh

Results of the Mulliken charge analysis, in e, for atoms 1 through 6:
1. C -0.237
2. Si -0.226
3. C -0.527
4. C -0.774
5. N 0.875
6. C -0.117

***

No. 2
The following is a DFT calculation (ωB97M-V with the def2-TZVPD basis set) of a 4-piece molecular cluster, C24H50BNO4S2 overall.

Geometry as ORCA input:
```
! RIJCOSX wB97M-V def2-TZVPD def2/J DEFGRID3
* xyz 0 1
C 0.84 0.90 -3.57
C 1.04 1.88 -2.42
C 1.57 1.19 -1.15
C 0.47 0.77 -0.17
N 0.67 1.33 1.17
C -0.57 1.71 1.88
C -1.56 0.57 2.18
C -2.82 0.52 1.28
C -2.81 -0.60 0.21
B -3.02 -2.03 0.84
O -2.06 -2.67 1.58
C 1.56 0.62 1.99
S 1.68 -0.99 2.11
S 2.58 1.70 3.02
C 4.08 1.89 1.97
C 4.55 0.69 1.16
C 5.22 -0.40 2.02
H 0.31 1.35 -4.41
H 1.81 0.56 -3.95
H 0.28 0.02 -3.25
H 1.73 2.66 -2.73
H 0.09 2.38 -2.20
H 2.15 0.31 -1.45
H 2.26 1.86 -0.62
H 0.38 -0.32 -0.13
H -0.49 1.16 -0.52
H -1.04 2.48 1.27
H -0.27 2.18 2.82
H -1.88 0.68 3.22
H -1.04 -0.39 2.14
H -3.69 0.38 1.92
H -2.96 1.49 0.80
H -1.87 -0.58 -0.36
H -3.61 -0.41 -0.51
H -4.04 -2.65 0.70
H -1.17 -2.31 1.44
H 4.85 2.14 2.71
H 3.93 2.76 1.34
H 5.27 1.08 0.43
H 3.74 0.26 0.58
H 4.97 -0.28 3.07
H 6.31 -0.38 1.91
H 4.88 -1.40 1.74
C -0.28 -4.82 -2.12
C 1.14 -4.26 -2.24
C 0.96 -2.85 -1.69
O -0.07 -2.94 -0.71
C -0.72 -4.21 -0.80
H -0.32 -5.91 -2.11
H -0.90 -4.46 -2.94
H 1.83 -4.83 -1.62
H 1.52 -4.26 -3.26
H 0.64 -2.16 -2.48
H 1.86 -2.45 -1.22
H -0.42 -4.83 0.05
H -1.80 -4.05 -0.74
C -3.13 -1.48 -5.71
C -2.12 -2.41 -6.38
C -1.06 -1.42 -6.85
O -1.06 -0.36 -5.89
C -2.21 -0.46 -5.05
H -3.78 -1.98 -5.00
H -3.76 -1.00 -6.47
H -1.70 -3.10 -5.65
H -2.54 -2.99 -7.20
H -1.30 -1.02 -7.84
H -0.06 -1.85 -6.88
H -1.90 -0.79 -4.06
H -2.66 0.53 -4.96
C -1.21 4.57 6.45
C -0.60 3.34 7.14
C -0.40 2.40 5.96
O -0.14 3.23 4.83
C -0.44 4.59 5.14
H -1.10 5.49 7.03
H -2.28 4.40 6.27
H 0.36 3.60 7.59
H -1.24 2.91 7.91
H -1.30 1.81 5.77
H 0.44 1.72 6.09
H 0.50 5.15 5.25
H -1.00 5.03 4.32
*
```

* max |F|: 0.81 eV/A
* SMILES: CCCCN(CCCCBO)C(=S)SCCC.C1CCOC1.C1CCOC1.C1CCOC1
* gap between HOMO and LUMO: 7.836 eV
* HOMO energy: -7.96 eV
* DFT total energy: -2121.354568 Eh

Results of the Mulliken charge analysis, in e, for atoms 1 through 6:
1. C -0.586
2. C -1.077
3. C -0.300
4. C -0.095
5. N 0.194
6. C -0.512

***

No. 3
The following is a DFT calculation (ωB97M-V with the def2-TZVPD basis set) of C24H50BrF4InN3O2P as an isolated structure at a distorted geometry.

Geometry as ORCA input:
```
! RIJCOSX wB97M-V def2-TZVPD def2/J DEFGRID3
* xyz 2 1
C 6.07 -3.46 0.93
C 5.60 -2.10 1.49
C 6.41 -0.88 1.00
C 5.55 0.19 0.34
C 4.87 -0.31 -0.94
C 4.33 0.81 -1.85
C 2.87 0.62 -2.25
C 2.47 1.13 -3.66
C 2.06 0.00 -4.62
C 0.55 -0.11 -4.78
C -0.30 -0.28 -3.50
C -0.90 -1.66 -3.19
C -0.57 -2.24 -1.80
C -1.70 -2.11 -0.76
C -1.76 -0.77 -0.05
O -3.01 -0.60 0.54
P -2.99 0.74 1.55
N -2.84 2.23 2.52
C -2.01 3.33 2.00
C -2.65 4.16 0.89
C -4.86 1.50 0.82
Br -5.56 0.40 -0.55
C -5.89 1.81 1.90
C -5.70 3.10 2.67
C -3.85 -0.26 3.05
F -2.88 -0.92 3.67
F -4.32 0.64 3.91
C -4.92 -1.32 2.61
F -5.62 -1.59 3.73
F -4.27 -2.41 2.22
O -1.42 0.33 1.99
C -0.70 -0.45 1.05
N 0.41 0.34 0.54
C -0.18 -1.71 1.76
N 0.63 -1.34 2.90
H 6.55 -4.05 1.70
H 5.24 -4.06 0.56
H 6.79 -3.34 0.12
H 5.63 -2.15 2.58
H 4.55 -1.97 1.23
H 7.18 -1.21 0.30
H 6.92 -0.45 1.85
H 4.79 0.52 1.05
H 6.18 1.04 0.07
H 4.02 -0.94 -0.65
H 5.57 -0.96 -1.48
H 4.41 1.75 -1.29
H 4.95 0.93 -2.74
H 2.60 -0.45 -2.18
H 2.25 1.15 -1.53
H 1.63 1.81 -3.56
H 3.29 1.70 -4.09
H 2.56 -0.93 -4.26
H 2.50 0.16 -5.61
H 0.25 0.84 -5.23
H 0.30 -0.87 -5.52
H 0.26 0.10 -2.64
H -1.14 0.41 -3.62
H -0.61 -2.36 -3.98
H -1.99 -1.59 -3.26
H 0.34 -1.78 -1.40
H -0.37 -3.31 -1.90
H -1.67 -2.94 -0.06
H -2.65 -2.20 -1.30
H -1.58 0.00 -0.83
H -2.55 1.57 0.45
H -2.38 1.97 3.40
H -1.82 3.99 2.84
H -1.02 2.96 1.70
H -2.67 3.67 -0.08
H -2.04 5.06 0.77
H -3.64 4.48 1.18
H -4.57 2.41 0.31
H -6.82 1.93 1.34
H -6.08 0.99 2.59
H -6.64 3.36 3.15
H -5.49 3.91 1.97
H -4.91 3.04 3.42
H -5.61 -0.97 1.85
H 1.30 -0.08 0.77
H 0.37 0.45 -0.47
H -1.03 -2.36 1.99
H 0.44 -2.26 1.05
H 0.79 -2.15 3.48
H 0.15 -0.67 3.48
In 2.56 -3.00 -3.63
*
```

* energy relative to the best compared isomer or geometry (same formula, charge and spin): 74.74 kJ/mol
* max |F|: 3.19 eV/A
* gap between HOMO and LUMO: 4.444 eV
* HOMO energy: -14.03 eV
* DFT total energy: -4763.439283 Eh

Results of the Mulliken charge analysis, in e, for atoms 1 through 6:
1. C -1.245
2. C 0.073
3. C -0.965
4. C -0.855
5. C -0.081
6. C -1.014

***

No. 4
The following is a DFT calculation (ωB97M-V with the def2-TZVPD basis set) of C24H50Cl2CuN7O8Pd as an isolated structure at a distorted geometry.

Geometry as ORCA input:
```
! RIJCOSX wB97M-V def2-TZVPD def2/J DEFGRID3
* xyz 3 4
C 3.12 3.30 -3.08
C 3.17 3.04 -1.58
N 3.28 1.63 -1.06
C 2.26 0.70 -0.95
C 2.79 -0.49 -0.45
N 4.10 -0.30 -0.11
C 4.43 1.05 -0.52
C 4.98 -1.26 0.58
H 2.34 2.77 -3.63
H 4.08 2.94 -3.45
H 3.18 4.36 -3.31
H 2.32 3.51 -1.07
H 4.05 3.55 -1.20
H 1.23 0.85 -1.26
H 2.21 -1.36 -0.17
H 5.44 1.41 -0.60
H 4.43 -1.64 1.44
H 5.94 -0.89 0.94
H 5.32 -2.08 -0.04
Cu -0.69 -3.02 0.83
Pd -0.88 1.28 2.21
C -0.68 -0.38 0.16
O -0.69 -1.26 -0.61
O -0.57 -0.68 1.35
O -0.82 0.82 0.02
Cl -4.15 -2.86 -1.99
C -2.94 -2.44 -3.26
C -2.67 -3.59 -4.28
Cl -4.21 -4.02 -5.13
H -2.03 -2.15 -2.73
H -3.29 -1.54 -3.77
H -2.21 -4.45 -3.78
H -1.98 -3.33 -5.08
C -1.15 1.36 -3.45
O -1.38 0.68 -4.42
N -0.76 2.66 -3.57
C -0.69 3.62 -2.44
C -0.73 3.37 -4.88
H -1.31 1.00 -2.42
H -0.74 3.02 -1.54
H -1.55 4.27 -2.63
H 0.16 4.30 -2.53
H -1.63 3.96 -5.02
H 0.11 4.05 -4.95
H -0.72 2.68 -5.73
C -3.09 -0.19 4.32
O -2.42 0.24 3.34
N -2.56 -0.65 5.41
C -3.42 -1.22 6.50
C -1.13 -0.94 5.53
H -4.18 -0.35 4.32
H -2.96 -1.09 7.48
H -3.59 -2.29 6.45
H -4.39 -0.74 6.46
H -0.89 -1.92 5.11
H -0.45 -0.17 5.15
H -0.87 -1.10 6.58
C 0.41 -2.06 -5.76
O 0.65 -2.45 -6.87
N 1.33 -2.04 -4.80
C 1.10 -1.62 -3.49
C 2.67 -2.45 -5.12
H -0.57 -1.63 -5.49
H 1.73 -0.75 -3.27
H 1.41 -2.41 -2.80
H 0.10 -1.20 -3.36
H 3.16 -3.13 -4.43
H 2.82 -2.91 -6.10
H 3.41 -1.66 -5.01
C 1.46 -2.52 3.60
O 0.51 -2.94 2.92
N 2.54 -3.30 3.80
C 3.72 -2.78 4.49
C 2.69 -4.75 3.37
H 1.47 -1.53 4.10
H 3.48 -3.00 5.53
H 3.94 -1.73 4.29
H 4.54 -3.37 4.10
H 3.62 -4.89 2.83
H 2.62 -5.39 4.25
H 1.94 -5.10 2.65
C -3.15 3.66 1.79
O -2.73 2.50 1.56
N -4.06 3.92 2.70
C -4.52 5.36 2.88
C -4.83 2.86 3.35
H -2.79 4.60 1.35
H -5.57 5.42 2.58
H -3.91 6.13 2.40
H -4.49 5.53 3.96
H -5.91 3.01 3.31
H -4.79 1.89 2.85
H -4.52 2.67 4.37
*
```

* max |F|: 7.91 eV/A
* ⟨S²⟩: 3.763
* gap between HOMO and LUMO (alpha / beta): 8.387 / 3.681 eV
* HOMO energy (alpha / beta): -15.63 / -15.59 eV
* DFT total energy: -4617.316800 Eh

Results of the Mulliken charge analysis, in e, for atoms 1 through 6:
1. C -1.118
2. C -0.515
3. N 0.239
4. C -0.919
5. C -0.596
6. N 0.208

***

No. 5
The following is a DFT calculation (ωB97M-V with the def2-TZVPD basis set) of C24H50Cl3IrN4O3Si4 as an isolated structure at a distorted geometry.

Geometry as ORCA input:
```
! RIJCOSX wB97M-V def2-TZVPD def2/J DEFGRID3
* xyz -1 2
Ir 0.08 -0.36 -0.09
N -0.18 -0.35 2.30
C -1.36 -0.87 3.00
C -2.63 -0.43 2.27
C -2.88 -1.34 1.08
O -3.79 -2.17 1.11
O -2.02 -1.26 0.12
H 0.69 -0.61 2.74
H -0.22 0.67 2.32
H -1.39 -0.51 4.04
H -1.30 -1.96 3.05
H -2.50 0.59 1.93
H -3.49 -0.48 2.94
Cl 3.17 6.54 1.56
C 2.87 4.82 1.54
C 2.33 4.23 0.40
C 2.16 2.88 0.44
Cl -0.55 1.81 0.27
C 2.45 2.05 1.50
O 2.32 0.73 1.51
C 2.95 2.70 2.64
Cl 3.32 1.76 4.06
C 3.16 4.07 2.67
H 2.06 4.82 -0.46
H 3.54 4.54 3.56
C 2.01 0.07 0.24
H 2.49 0.66 -0.54
H 2.54 -0.88 0.34
C 2.88 -4.85 -0.18
N 1.91 -3.95 -0.79
C 2.51 -2.93 -1.61
C 0.77 -3.62 -0.10
N 0.24 -2.45 -0.06
N 0.15 -4.71 0.53
C -0.93 -4.43 1.45
C -0.07 -5.91 -0.26
H 3.70 -4.28 0.27
H 3.30 -5.52 -0.93
H 2.41 -5.44 0.60
H 3.25 -3.40 -2.26
H 3.01 -2.17 -1.00
H 1.76 -2.43 -2.22
H -0.71 -2.53 0.30
H -0.67 -3.59 2.09
H -1.08 -5.30 2.08
H -1.88 -4.19 0.94
H 0.61 -5.93 -1.11
H -1.09 -5.94 -0.64
H 0.10 -6.80 0.35
C -3.00 2.01 -2.21
Si -1.26 2.13 -2.92
C -1.44 2.41 -4.78
C -0.58 3.81 -2.33
Si 0.03 0.20 -2.38
Si -1.16 -1.43 -3.59
C -2.94 -1.52 -3.01
C -0.47 -3.18 -3.38
C -1.18 -1.17 -5.46
Si 2.01 0.79 -3.58
C 3.64 -0.08 -3.19
C 1.87 0.56 -5.45
C 2.39 2.61 -3.22
H -3.37 3.01 -1.97
H -3.01 1.43 -1.28
H -3.70 1.55 -2.90
H -1.98 3.35 -4.94
H -1.99 1.61 -5.28
H -0.47 2.50 -5.27
H -1.40 4.53 -2.30
H 0.19 4.19 -3.00
H -0.16 3.74 -1.33
H -2.96 -1.71 -1.93
H -3.46 -2.35 -3.51
H -3.49 -0.60 -3.20
H -0.27 -3.39 -2.33
H 0.44 -3.34 -3.95
H -1.22 -3.90 -3.72
H -1.87 -0.38 -5.76
H -1.50 -2.09 -5.96
H -0.19 -0.91 -5.84
H 3.68 -1.07 -3.63
H 3.82 -0.17 -2.12
H 4.46 0.51 -3.61
H 1.79 -0.50 -5.68
H 2.76 0.95 -5.94
H 1.00 1.05 -5.88
H 2.05 2.89 -2.22
H 1.90 3.27 -3.93
H 3.47 2.79 -3.27
*
```

* energy relative to the best compared isomer or geometry (same formula, charge and spin): 31.75 kJ/mol
* max |F|: 1.63 eV/A
* ⟨S²⟩: 0.760
* gap between HOMO and LUMO (alpha / beta): 7.105 / 6.675 eV
* HOMO energy (alpha / beta): -4.88 / -4.87 eV
* DFT total energy: -4032.273145 Eh

Results of the Mulliken charge analysis, in e, for atoms 1 through 6:
1. Ir 2.549
2. N -0.690
3. C -0.754
4. C -0.597
5. C 0.210
6. O -0.771

***

Q: Look up the DFT total energy of the fourth one.
A: -4617.316800 Eh

***

Q: Number 1 is which compound?
A: C24H49FN6O3PSi

***

Q: Which value of DFT total energy does entry 5 give?
A: -4032.273145 Eh

***

Q: Which value of max |F| does entry 3 give?
A: 3.19 eV/A